C4N4O4 in the gas phase at a distorted geometry. Source: the Open Molecules 2025 dataset; level of theory: the ωB97M-V functional and the def2-TZVPD basis.

Results
**SMILES**: N#CC(C#N)=C([N+](=O)[O-])[N+](=O)[O-]
**E_HOMO**: -0.4401 Ha
**Spin multiplicity**: 1
**LUMO energy**: -2.70 eV
**Total charge**: 0
**Calculated total energy**: -18289.0708 eV
**Orbital gap**: 9.27 eV

Each atom is followed by the atoms it is bonded to, with distances in Å.
Atoms and positions in Å:
1 N 2.292 2.201 0.099  C2 1.160
2 C 1.697 1.209 0.184  N1 1.160, C3 1.399
3 C 0.893 0.065 0.206  C2 1.399, C4 1.443, C6 1.308
4 C 1.647 -1.148 0.412  C3 1.443, N5 1.141
5 N 1.923 -2.255 0.442  C4 1.141
6 C -0.404 0.060 0.035  C3 1.308, N7 1.489, N10 1.517
7 N -1.053 -1.275 -0.078  C6 1.489, O8 1.208, O9 1.199
8 O -1.601 -1.513 -1.127  N7 1.208
9 O -1.081 -1.981 0.892  N7 1.199
10 N -1.293 1.255 -0.250  C6 1.517, O11 1.205, O12 1.150
11 O -0.599 2.079 -0.790  N10 1.205
12 O -2.420 1.304 -0.025  N10 1.150